No. 1
Below is a molecular structure, C4H6O in a non-equilibrium geometry, with properties calculated with ωB97M-V/def2-TZVPD.

Geometry as XYZ:
```
11
C4H6O ωB97M-V/def2-TZVPD
C 1.35294 0.16574 -0.90757
C 0.60533 0.77835 0.06111
C -0.78677 0.24157 0.15236
C -1.00141 -0.69614 1.12173
O 0.76100 -0.74976 -1.63631
H -0.33000 -0.69403 -1.02620
H 2.26309 0.60695 -1.30769
H 0.92718 1.63321 0.63079
H -1.57680 0.97063 -0.01695
H -0.28262 -1.49234 1.25903
H -1.93195 -0.76417 1.66968
```

- Largest force on an atom: 3.82 eV/A
- 2S+1: 1
- LUMO energy: 0.01 eV
- Energy relative to the best compared isomer or geometry (same formula, charge and spin): 256.3 kJ/mol
- HOMO: -8.197 eV
- E: -231.1261 Ha

Charges computed using Löwdin, reported in e:
1 C -0.2841
2 C -0.1315
3 C -0.2456
4 C 0.0836
5 O -0.0791
6 H 0.1942
7 H 0.1158
8 H 0.0888
9 H 0.1079
10 H 0.0828
11 H 0.0672

No. 2
Below is a single C2H3N3O3 molecule in a non-equilibrium geometry, with properties calculated with ωB97M-V/def2-TZVPD.

Geometry as XYZ:
```
11
C2H3N3O3 ωB97M-V/def2-TZVPD
H 0.00309 1.32316 2.51267
N 0.04930 1.75323 1.45119
C -0.15274 0.74580 0.69231
O -0.71003 -0.32097 1.03778
C -0.56312 -1.12061 -0.08264
O -0.95220 -2.40366 -0.22403
N -0.14142 -0.56719 -1.20983
N 0.07386 0.66528 -0.72157
O 1.50954 0.98389 -0.82909
H -0.65512 -2.65413 -1.19365
H 1.53883 1.59521 -1.43313
```

- Largest force on an atom: 7.95 eV/A
- 2S+1: 1
- LUMO energy: 0.38 eV
- Energy relative to the best compared isomer or geometry (same formula, charge and spin): 329.4 kJ/mol
- HOMO: -9.169 eV
- E: -467.8389 Ha

Charges computed using Löwdin, reported in e:
1 H 0.1384
2 N 0.1563
3 C -0.5542
4 O 0.2098
5 C -0.3552
6 O 0.0933
7 N 0.1502
8 N -0.0972
9 O 0.0676
10 H 0.1937
11 H -0.0026

No. 3
Below is 2 unconnected molecules or ions with the total composition C4H8N2O2 in a non-equilibrium geometry, with properties calculated with ωB97M-V/def2-TZVPD.

Geometry as XYZ:
```
16
C4H8N2O2 ωB97M-V/def2-TZVPD
C 1.65856 -0.71284 -0.54085
N 0.70043 -0.64914 0.54038
C -0.72461 -0.62756 0.52643
C -1.41402 -0.58882 -0.82339
O -1.28130 -1.19669 1.47472
H 2.09669 -1.71413 -0.57736
H 1.22307 -0.45707 -1.50514
H 2.45231 0.00743 -0.32591
H 1.05127 -0.83407 1.47344
H -0.79812 -0.25430 -1.65663
H -2.24547 0.11505 -0.75482
H -1.82503 -1.57684 -1.04640
N 0.49942 1.93178 1.18150
C -0.69364 1.89664 0.92401
O -1.75280 2.37837 0.70857
H 1.05323 2.28220 0.40144
```

- Largest force on an atom: 5.67 eV/A
- 2S+1: 1
- LUMO energy: 0.08 eV
- Energy relative to the best compared isomer or geometry (same formula, charge and spin): 248.1 kJ/mol
- HOMO: -9.027 eV
- E: -417.1614 Ha

Charges computed using Löwdin, reported in e:
1 C -0.0929
2 N -0.0458
3 C -0.5322
4 C -0.0046
5 O 0.0333
6 H 0.0833
7 H 0.0703
8 H 0.0730
9 H 0.1327
10 H 0.0634
11 H 0.0796
12 H 0.0972
13 N 0.1689
14 C -0.3866
15 O 0.1559
16 H 0.1044

No. 4
Below is 5 unconnected molecules or ions with the total composition C11H24NO8P in a non-equilibrium geometry, with properties calculated with ωB97M-V/def2-TZVPD.

Geometry as XYZ:
```
45
C11H24NO8P ωB97M-V/def2-TZVPD
C 2.54438 2.77624 -0.65462
C 0.88650 2.76185 -0.72475
C 0.08979 3.67982 0.18467
O 0.71722 4.63732 1.13264
C -1.54770 3.54726 0.06869
O -2.30976 4.46563 0.70219
C -2.33237 2.35504 -0.77130
P -4.25591 2.14531 -0.57442
N -4.65294 1.97678 1.16123
O -4.88672 3.66339 -1.23215
C -1.54402 1.44879 -1.67827
C 0.07852 1.73024 -1.76362
O 0.78165 1.12875 -2.73359
H 3.02816 3.70423 -1.19472
H 2.83029 2.83121 0.50216
H 2.94976 1.74097 -1.08346
H 0.81618 5.53104 0.65466
H -4.58158 2.94170 1.55785
H -4.00957 1.30285 1.63117
H -5.87710 3.53093 -1.30540
H -2.07439 0.59912 -2.32593
C 2.45246 -0.57143 1.26431
O 2.89527 0.59287 1.93708
H 1.90334 -0.27620 0.36713
H 3.31497 -1.17814 0.97782
H 1.79262 -1.14402 1.92082
H 3.37875 0.29950 2.72814
C 2.88128 0.51783 -4.70407
O 3.60206 -0.58956 -5.21244
H 3.58747 1.24292 -4.29278
H 2.31169 0.98474 -5.51133
H 2.20536 0.18208 -3.91372
H 2.94954 -1.21543 -5.57036
C 0.23144 -3.55403 1.32486
O 1.60195 -3.87816 1.46963
H 0.13372 -2.73559 0.60776
H -0.31321 -4.42633 0.95533
H -0.17366 -3.24020 2.29008
H 1.65716 -4.60674 2.11128
C -2.46856 -5.63095 3.14794
O -1.09805 -5.95508 3.29271
H -2.56628 -4.81251 2.43084
H -3.01321 -6.50326 2.77840
H -2.87366 -5.31712 4.11316
H -1.04284 -6.68367 3.93436
```

- Largest force on an atom: 8.24 eV/A
- 2S+1: 1
- LUMO energy: -1.94 eV
- HOMO: -8.843 eV
- E: -1431.2462 Ha

Charges computed using Löwdin, reported in e:
1 C -0.0643
2 C -0.0395
3 C -0.1023
4 O -0.0419
5 C -0.1700
6 O -0.0531
7 C -0.2533
8 P 0.8637
9 N -0.2245
10 O -0.3605
11 C 0.0123
12 C -0.1682
13 O -0.0578
14 H 0.0948
15 H 0.0924
16 H 0.0939
17 H 0.1429
18 H 0.0325
19 H 0.0409
20 H 0.0524
21 H 0.1323
22 C -0.1579
23 O -0.1402
24 H 0.0699
25 H 0.0856
26 H 0.0665
27 H 0.0853
28 C -0.1773
29 O -0.1374
30 H 0.0808
31 H 0.0781
32 H 0.0418
33 H 0.0794
34 C -0.1808
35 O -0.1318
36 H 0.0755
37 H 0.0724
38 H 0.0761
39 H 0.0835
40 C -0.1650
41 O -0.1421
42 H 0.0742
43 H 0.0779
44 H 0.0777
45 H 0.0850

No. 5
Below is 2 unconnected molecules or ions with the total composition C3H8N2S2 in a non-equilibrium geometry, with properties calculated with ωB97M-V/def2-TZVPD.

Geometry as XYZ:
```
15
C3H8N2S2 ωB97M-V/def2-TZVPD
C 1.84870 -1.28582 -0.15710
C -0.02491 0.47703 -0.16570
C -0.81021 1.78753 -0.05728
N 0.85360 -1.37253 0.84644
N 0.38771 -0.04544 1.09377
S 0.93913 -0.26515 -1.47069
S -2.26129 -0.79123 -0.22847
H 2.70080 -0.79445 0.03954
H 2.03552 -2.34126 -0.62294
H -1.56673 1.63734 -0.80848
H -0.10671 2.59666 -0.16343
H -1.14477 1.91492 0.90103
H -0.01581 -1.98027 0.61482
H -0.30290 -0.02381 1.83201
H -1.69015 -1.79545 -0.92179
```

- Largest force on an atom: 6.16 eV/A
- 2S+1: 1
- LUMO energy: -0.04 eV
- Energy relative to the best compared isomer or geometry (same formula, charge and spin): 318.7 kJ/mol
- HOMO: -7.902 eV
- E: -1024.8796 Ha

Charges computed using Löwdin, reported in e:
1 C -0.3997
2 C -0.6737
3 C -0.1239
4 N -0.1476
5 N -0.0776
6 S 0.8888
7 S 0.2783
8 H 0.0268
9 H 0.1300
10 H 0.0368
11 H 0.0807
12 H 0.0445
13 H 0.1067
14 H 0.1233
15 H -0.2934

No. 6
Below is a gas-phase ion, C7H9ClN (charge +1) in a non-equilibrium geometry, with properties calculated with ωB97M-V/def2-TZVPD.

Geometry as XYZ:
```
18
C7H9ClN ωB97M-V/def2-TZVPD
C 0.79228 -0.54687 2.16913
C -0.30014 0.12173 1.34827
C -0.89116 1.24895 1.90890
Cl -1.06481 1.49777 3.62354
C -0.26216 -0.30826 0.04161
C 0.50053 -1.26608 -0.62627
C -0.15231 -1.43265 -1.93478
C -0.46586 -0.12553 -1.37896
N 0.13060 1.10123 -2.12737
H 1.33022 0.28039 2.57854
H 1.43067 -1.27655 1.67058
H 0.34754 -1.13642 2.99508
H -1.60149 1.87309 1.32117
H 0.36347 -1.60566 -2.84647
H -1.03437 -2.16028 -1.85865
H 0.67008 0.62887 -2.87948
H 0.69178 1.44750 -1.28269
H -0.48487 1.65877 -2.72215
```

- Charge: +1
- Largest force on an atom: 4.69 eV/A
- 2S+1: 1
- LUMO energy (spin up / spin down): -4.46 / -4.46 eV
- Energy relative to the best compared isomer or geometry (same formula, charge and spin): 0.0 kJ/mol
- HOMO (spin up / spin down): -12.636 / -12.636 eV
- E: -786.6093 Ha

Charges computed using Löwdin, reported in e:
1 C -0.0564
2 C -0.3112
3 C -0.4447
4 Cl 0.6974
5 C -0.1326
6 C 0.1286
7 C -0.0788
8 C -0.2056
9 N 0.2441
10 H 0.0735
11 H 0.0798
12 H 0.1008
13 H 0.0874
14 H 0.1088
15 H 0.1635
16 H 0.1663
17 H 0.2075
18 H 0.1715

No. 7
Below is 2 unconnected molecules or ions with the total composition C4H13NO2 in a non-equilibrium geometry, with properties calculated with ωB97M-V/def2-TZVPD.

Geometry as XYZ:
```
20
C4H13NO2 ωB97M-V/def2-TZVPD
N 0.84318 0.48382 1.48918
C 0.96097 -0.93039 0.79126
C 1.11923 -0.89821 -0.76488
C 0.34121 0.22991 -1.40276
C -1.19459 0.19906 -1.18590
O -1.59074 -1.12118 -1.47443
H 0.59525 0.40445 2.57946
H 1.68034 0.97147 1.59360
H 1.81793 -1.28783 1.43502
H -0.05169 -1.64112 0.85676
H 0.76411 -1.96645 -1.30127
H 2.31974 -0.97346 -0.95311
H 0.42894 -0.00013 -2.44921
H 0.76434 1.15089 -1.04105
H -1.85100 0.93265 -1.82353
H -1.65850 0.45171 -0.16846
H -1.73022 -1.13111 -2.41457
O -1.49084 1.97775 2.07237
H -0.91927 1.78784 1.38282
H -1.14839 1.36034 2.77870
```

- Largest force on an atom: 4.30 eV/A
- 2S+1: 1
- LUMO energy: 0.70 eV
- Energy relative to the best compared isomer or geometry (same formula, charge and spin): 300.0 kJ/mol
- HOMO: -9.585 eV
- E: -365.3282 Ha

Charges computed using Löwdin, reported in e:
1 N -0.0487
2 C -0.2256
3 C -0.2593
4 C -0.2208
5 C -0.2711
6 O -0.0963
7 H 0.1194
8 H 0.0240
9 H 0.0955
10 H 0.1562
11 H 0.1542
12 H 0.1388
13 H 0.0985
14 H 0.0961
15 H 0.1425
16 H 0.1161
17 H 0.0782
18 O -0.0733
19 H -0.0684
20 H 0.0443

No. 8
Below is 2 unconnected molecules or ions with the total composition CH8P2Si2 in a non-equilibrium geometry, with properties calculated with ωB97M-V/def2-TZVPD.

Geometry as XYZ:
```
13
CH8P2Si2 ωB97M-V/def2-TZVPD
C 0.00400 0.02451 -0.09049
Si -0.76031 -1.69505 0.19926
Si -1.12672 1.54761 0.00461
P 2.93147 0.17791 -0.61688
P 1.55384 0.20492 0.85808
H 0.43412 0.03205 -1.55987
H -1.13825 -1.78073 1.61248
H 0.24295 -2.72060 -0.09412
H -1.93191 -1.84539 -0.66128
H -2.24205 1.32410 -0.91564
H -1.61694 1.69654 1.38124
H -0.37281 2.74361 -0.37697
H 4.02261 0.29053 0.25957
```

- Largest force on an atom: 4.25 eV/A
- 2S+1: 1
- LUMO energy: -0.84 eV
- Energy relative to the best compared isomer or geometry (same formula, charge and spin): 15.2 kJ/mol
- HOMO: -9.256 eV
- E: -1304.4699 Ha

Charges computed using Löwdin, reported in e:
1 C -1.1307
2 Si 0.4752
3 Si 0.4743
4 P 0.3836
5 P 0.3793
6 H 0.1316
7 H -0.0766
8 H -0.0798
9 H -0.0800
10 H -0.0789
11 H -0.0777
12 H -0.0803
13 H -0.2400